Record 1
81
Properties=species:S:1:pos:R:3:forces:R:3 method="wB97M-V/def2-TZVPD" energy_ha=-12094.6347 charge=-2 de_lowest_kj_mol=11.9 orbital_gap_ha=0.1928 lumo_energy_ev=3.54
Tl 3.11904 -7.07657 -22.19608 0.013 -0.368 -0.620
Se 0.29027 -4.20550 -18.16257 -0.138 -0.126 -0.075
Se 2.27402 -3.17514 -18.77708 0.245 0.128 -0.075
Se 2.84188 -3.55346 -21.02096 0.412 -0.335 0.163
Se 4.58906 -5.23106 -21.12327 -0.658 0.903 0.332
C 0.77521 -10.91393 -23.27698 -1.294 -0.974 0.174
C 1.77807 -11.46445 -22.48005 -1.633 0.570 -0.300
C 3.05495 -11.03753 -22.66405 1.344 1.771 -0.694
C 3.36478 -10.07094 -23.65014 -0.232 0.234 0.169
N 2.35988 -9.63255 -24.47056 4.465 0.132 0.000
C 1.17215 -10.07573 -24.31188 -2.378 -0.475 0.293
C 4.78407 -9.40466 -23.71119 -1.464 -0.506 0.217
C 5.89028 -10.15321 -24.08388 -0.788 -2.226 -0.760
C 7.13111 -9.57763 -24.19952 -0.600 1.997 -0.107
C 7.27307 -8.20737 -23.93198 -0.154 0.207 0.989
C 6.18772 -7.46529 -23.35931 1.331 -2.755 -1.716
C 4.93086 -8.06779 -23.30215 -1.010 0.397 0.514
H -0.33083 -11.10561 -23.11130 1.597 0.063 -0.237
H 1.56351 -12.08416 -21.63424 -0.266 -0.326 0.311
H 3.73173 -11.15456 -21.85059 0.891 -0.709 0.078
H 0.46082 -9.68808 -25.03819 -0.302 -0.013 0.264
H 5.80285 -11.25768 -24.41067 -0.123 1.815 0.681
H 7.86931 -10.14419 -24.67749 1.376 -0.650 -0.314
H 8.25298 -7.68961 -24.03783 -0.725 -0.548 -0.016
H 6.49434 -6.50322 -23.06702 -0.587 1.345 0.544
O -6.03973 -0.75326 -16.94701 0.145 0.716 0.809
C -4.93823 -1.65042 -16.94840 -0.741 -1.576 -1.644
C -5.14944 -3.00818 -16.26059 -0.251 2.072 0.706
C -6.15026 -3.16737 -15.31305 -0.733 0.001 -0.063
C -6.13956 -4.35656 -14.61328 -0.092 0.681 0.618
N -5.29683 -5.33167 -14.85170 0.186 -1.776 -0.934
C -4.45677 -5.26310 -15.89234 0.599 1.929 -0.092
C -4.23021 -4.00029 -16.51628 -0.223 -0.584 0.323
C -3.75226 -6.46490 -16.42526 0.587 0.110 1.188
C -2.35531 -6.52483 -16.49120 -0.969 -0.119 -0.907
C -1.76963 -7.63974 -17.09454 -0.679 0.467 0.530
C -0.29915 -7.59319 -17.29450 0.713 -0.856 -0.842
O 0.37004 -6.94808 -16.24543 -0.117 -0.032 -0.085
C -2.61621 -8.67660 -17.49293 0.316 0.220 -0.308
C -3.99317 -8.48761 -17.38673 0.920 -0.657 0.778
N -4.56220 -7.44883 -16.78836 -0.262 -0.059 -0.797
H -5.76792 0.10067 -16.55024 -0.206 -0.983 -0.345
H -4.03565 -1.19314 -16.62468 0.802 0.424 0.486
H -4.78808 -1.96681 -17.99795 0.161 0.538 0.205
H -6.94563 -2.43085 -15.10024 0.777 -0.259 -0.327
H -6.80406 -4.47979 -13.75673 0.044 -0.118 -0.138
H -3.38291 -3.69729 -17.14907 -0.303 -0.932 -0.024
H -1.74925 -5.68135 -16.20470 0.114 0.069 0.176
H -0.10509 -7.09738 -18.29138 -0.127 -0.263 0.906
H 0.12233 -8.59394 -17.36132 -0.221 -0.144 -0.060
H 0.66834 -6.13716 -16.66900 0.438 1.022 0.091
H -2.18820 -9.60449 -17.89440 -0.343 0.495 0.012
H -4.62480 -9.30179 -17.68814 -0.489 -0.157 -0.171
C -2.63345 -5.74908 -22.32563 0.037 -0.453 0.493
C -1.57993 -5.55229 -21.43241 0.868 0.593 0.221
C -0.31209 -5.81589 -21.86174 -0.640 -0.335 -0.521
C 0.02109 -6.32367 -23.15581 -1.524 0.110 0.021
C 1.31717 -6.65566 -23.55478 1.148 -0.067 -0.470
C 1.50824 -6.93954 -24.90451 1.192 -0.580 -0.374
C 0.44619 -7.08676 -25.82787 -0.390 0.335 -0.258
C -0.85465 -6.83297 -25.38458 1.546 -0.294 -1.548
C -1.07127 -6.45436 -24.09172 -0.105 0.496 3.039
C -2.38733 -6.21634 -23.56508 -0.230 0.207 -1.839
H -3.59589 -5.57391 -21.90492 -0.939 0.099 -0.349
H -1.78141 -5.08174 -20.45734 0.401 -0.430 -0.414
H 0.48704 -5.59384 -21.23678 1.409 0.274 1.260
H 2.54899 -7.16141 -25.27679 -1.269 0.209 0.489
H 0.66018 -7.40366 -26.88578 -0.266 0.479 1.177
H -1.69796 -6.78626 -26.03553 -0.458 -0.442 -0.644
H -3.18724 -6.31389 -24.30377 -0.073 -0.096 0.303
F 4.97713 -9.26011 -20.35282 0.544 0.231 -0.047
C 3.69870 -9.43705 -19.96662 1.243 0.566 0.121
C 2.73785 -8.63070 -20.45916 -1.772 0.256 -1.387
C 1.42258 -8.99452 -20.15058 2.469 -0.125 0.321
F 0.42845 -8.40654 -20.76174 -1.367 0.681 -0.311
C 1.16401 -9.99234 -19.24616 0.931 -0.812 0.539
F -0.06732 -10.23354 -18.83250 -1.244 -0.651 0.024
C 2.20830 -10.75547 -18.70262 0.888 -0.275 0.420
F 1.99715 -11.78602 -17.80782 -0.154 1.183 -0.817
C 3.52792 -10.43497 -19.04786 -1.480 -0.479 0.734
F 4.58537 -10.99276 -18.44371 -0.133 -0.459 -0.092


Record 2
81
Properties=species:S:1:pos:R:3:forces:R:3 method="wB97M-V/def2-TZVPD" energy_ha=-3064.8948 charge=+1 orbital_gap_ha=0.3046 lumo_energy_ev=-2.81
C -0.94569 0.67959 -3.60828 0.098 0.205 0.161
C -1.20188 0.05251 -2.46523 -0.422 -0.055 -0.427
N -0.98079 0.72908 -1.17067 2.029 -1.380 -1.307
C 0.35533 0.31399 -0.46774 -0.236 0.861 0.163
C 1.34470 -0.43015 -1.31770 0.711 -0.795 0.294
C 2.51796 -0.87553 -0.41323 -0.276 0.307 0.130
C 3.23680 0.24378 0.34130 0.546 -0.147 -0.046
C 4.16483 1.09117 -0.55849 -0.081 -0.650 0.919
C 5.34305 1.69520 0.23401 -0.016 0.165 -0.274
C 6.71727 1.47449 -0.43160 -0.168 0.389 0.087
O 7.24334 2.66515 -0.98651 -0.001 -0.138 -0.006
C 7.82594 3.50528 -0.01295 -0.043 0.203 -0.273
O -0.05453 -0.27694 0.71059 0.072 -0.036 0.302
C -1.44918 -0.57251 0.78538 0.125 -0.547 -0.797
C -1.83391 -0.70013 2.26729 -0.171 0.592 0.393
I -3.63052 0.12226 3.01856 0.088 -0.146 -0.261
C -1.05440 -1.39807 3.09774 0.159 -0.103 0.021
C 0.21460 -2.09519 2.69896 0.648 0.009 0.335
I -1.49100 -1.67789 5.13280 0.045 0.031 -0.161
C -1.69337 -1.99069 0.18244 -0.033 0.757 0.245
C -2.91855 -2.60312 0.40888 -0.158 -0.309 0.038
C -3.13913 -3.88009 -0.07526 0.364 0.380 0.080
C -2.09911 -4.47615 -0.77673 -0.258 -0.073 0.063
C -0.92781 -3.76828 -0.95721 0.426 -0.255 -0.256
N -0.68644 -2.54083 -0.48071 -0.811 -0.297 -0.154
C -2.05098 0.60190 -0.11216 -0.220 -0.314 1.304
C -1.92935 1.94901 0.66006 -0.371 0.321 -0.074
C -2.85501 3.11672 0.30042 0.379 0.491 -0.080
C -2.63211 3.72568 -1.09702 -0.318 0.259 0.190
C -3.81629 4.55042 -1.58153 -0.179 -0.970 0.328
F -3.49279 5.27822 -2.66021 0.220 0.176 0.017
F -4.79257 3.67453 -1.97608 -0.146 0.119 -0.061
C -4.48504 5.47075 -0.51893 -0.211 0.593 -1.090
F -5.41524 4.82657 0.16418 -0.030 -0.471 0.598
F -5.08790 6.47395 -1.14015 -0.224 0.373 -0.252
F -3.58939 5.99670 0.30365 0.438 -0.041 0.471
P -3.72554 0.52799 -1.05195 -0.068 1.349 -1.550
O -4.91138 0.53610 0.05642 0.184 -0.466 0.152
O -3.78895 -0.96805 -1.70774 -0.029 -0.139 0.605
H -1.57470 0.52205 -4.47501 0.705 -0.982 -0.342
H -0.11820 1.37472 -3.72663 -0.670 0.882 0.343
H -1.56080 -0.96427 -2.44519 -0.851 0.290 0.387
H -0.79919 1.68704 -1.46059 -0.549 0.263 0.396
H 0.81075 1.28073 -0.22592 -0.020 -0.024 0.170
H 1.76099 0.19938 -2.10595 -0.321 0.205 -0.063
H 0.94436 -1.34984 -1.73075 -0.280 0.180 -0.222
H 2.13756 -1.62648 0.27979 -0.040 0.028 0.051
H 3.26135 -1.37271 -1.03734 -0.080 -0.076 -0.094
H 2.57081 0.87161 0.93755 -0.097 -0.018 0.002
H 3.89243 -0.24738 1.06370 -0.083 -0.039 0.096
H 4.58578 0.37540 -1.26680 -0.122 0.252 -0.393
H 3.58701 1.86296 -1.06575 0.165 -0.008 -0.311
H 5.39518 1.29454 1.24703 -0.262 -0.105 0.012
H 5.17277 2.76720 0.33619 0.187 0.060 0.088
H 6.62995 0.76694 -1.25512 0.031 -0.018 -0.045
H 7.42151 1.05614 0.29555 0.084 0.020 -0.016
H 7.11662 3.79646 0.76810 -0.002 -0.138 0.096
H 8.12558 4.41648 -0.52621 0.115 -0.023 -0.004
H 8.70459 3.03035 0.43167 -0.002 0.008 0.113
H 1.00217 -1.38839 2.44093 -0.142 0.139 -0.010
H 0.08504 -2.77290 1.86224 -0.120 0.118 -0.077
H 0.60384 -2.68601 3.52042 -0.117 -0.108 0.007
H -3.69826 -2.09074 0.95651 0.034 0.046 0.046
H -4.08717 -4.36769 0.10032 0.020 -0.130 -0.043
H -2.19335 -5.47486 -1.17837 0.022 -0.009 -0.051
H -0.12567 -4.22628 -1.52539 0.096 0.044 0.043
H -0.90829 2.33136 0.56359 0.100 -0.201 -0.041
H -2.05854 1.77935 1.71960 0.037 -0.168 0.063
H -2.58095 3.90734 1.00026 -0.141 -0.087 0.189
H -3.90469 2.91529 0.49944 -0.008 -0.290 -0.093
H -1.77309 4.39770 -1.08169 0.167 -0.164 -0.088
H -2.53015 2.95092 -1.85806 0.152 0.111 -0.142
H -5.59557 1.13309 -0.27883 -0.010 0.050 0.179
H -4.71182 -1.24064 -1.80595 0.059 -0.114 -0.038
C 0.15130 -7.20059 2.24830 -0.166 -0.032 0.012
N 0.48772 -5.75907 2.40826 -0.004 0.007 0.022
O -0.42669 -4.96748 2.53132 -0.134 -0.266 -0.048
O 1.66290 -5.46473 2.40563 0.019 0.018 -0.033
H -0.92669 -7.30405 2.27125 -0.007 0.048 0.015
H 0.56143 -7.52532 1.29693 0.092 -0.012 0.039
H 0.61714 -7.73506 3.07032 0.081 -0.003 -0.041